C37H51BrKN5OSb2 as an isolated structure, computed with wB97M-V/def2-TZVPD.

Values from the calculation:
Frontier orbital gap (eV): 8.048
E_tot (hartree): -5443.985814
HOMO (eV): -7.702
Energy above the lowest of the compared OMol25 structures with the same formula, charge and spin (kJ/mol): 0.00
2S+1: 1

Geometry as XYZ:
```
98
C37H51BrKN5OSb2 | OMol25 | wB97M-V/def2-TZVPD
K -0.40798 0.13348 -0.33702
C 2.38145 -1.47486 -1.81063
C 2.78381 -0.03852 -1.97852
C 3.99056 0.31779 -2.57446
C 4.28696 1.65750 -2.73564
C 3.35885 2.60182 -2.32190
C 2.16669 2.17298 -1.74601
N 1.90375 0.87515 -1.56066
Sb 0.73413 3.75980 -1.38508
C -0.94516 2.92824 -2.45867
C -1.84988 3.85009 -2.96680
C -2.96033 3.38256 -3.65082
C -3.11739 2.02039 -3.81249
C -2.16426 1.15944 -3.27866
C -2.31341 -0.32959 -3.36432
N -1.09532 1.61245 -2.61686
C -0.05971 3.50141 0.61469
C -0.38105 4.70650 1.22594
C -0.99913 4.68023 2.46833
C -1.28895 3.45952 3.04228
C -0.94378 2.29284 2.36443
C -1.30072 0.93743 2.89717
N -0.31712 2.32403 1.18573
H 3.22812 -2.15140 -1.91523
H 1.63601 -1.74530 -2.56223
H 1.93074 -1.63879 -0.83106
H 4.67988 -0.45128 -2.89766
H 5.22281 1.96492 -3.18527
H 3.55204 3.65918 -2.45154
H -1.69379 4.91167 -2.82223
H -3.69380 4.07269 -4.04783
H -3.97476 1.61555 -4.33348
H -3.03810 -0.61666 -4.12625
H -2.66299 -0.69522 -2.39350
H -1.35307 -0.79713 -3.58993
H -0.15551 5.64772 0.74086
H -1.26089 5.60212 2.97233
H -1.79017 3.39585 3.99897
H -1.57873 0.97723 3.94992
H -0.45816 0.25392 2.77531
H -2.13969 0.53204 2.32256
C -2.93263 -4.12593 -4.04749
C -2.41305 -3.79892 -2.67702
C -3.25736 -3.38971 -1.64808
C -2.73852 -3.05910 -0.41139
C -1.36539 -3.17289 -0.26353
Br -0.58909 -2.74233 1.42988
N -0.53011 -3.53849 -1.20638
C -1.05640 -3.84789 -2.39436
H -3.89813 -4.62818 -3.99290
H -2.24157 -4.77188 -4.58827
H -3.06682 -3.21560 -4.63576
H -4.32418 -3.30739 -1.81899
H -3.35554 -2.68270 0.38849
H -0.34920 -4.15299 -3.15945
O -3.35385 2.36422 -0.18141
C -3.21858 1.16490 -0.11163
N -3.05045 -0.01116 -0.04437
C 5.06235 1.85178 3.37750
C 4.06485 1.48218 2.28592
C 4.81526 1.21278 0.98208
C 3.11266 2.65289 2.03336
Sb 2.76863 -0.25704 2.68954
C 4.17597 -1.95556 2.64081
C 3.52644 -3.13059 3.37265
C 5.55966 -1.69691 3.22824
C 4.30841 -2.34820 1.16781
C 2.32509 -0.05390 4.84188
C 1.78905 1.36102 5.06824
C 1.19657 -1.04287 5.15013
C 3.48918 -0.30894 5.79392
H 5.66426 2.70493 3.03983
H 5.74931 1.03641 3.60818
H 4.57025 2.15293 4.30209
H 5.32383 2.13081 0.66232
H 4.13637 0.92208 0.17695
H 5.57579 0.43847 1.08563
H 3.69207 3.54374 1.75906
H 2.50560 2.90670 2.90480
H 2.42967 2.42871 1.21230
H 3.49120 -2.98063 4.45150
H 4.11324 -4.03855 3.18909
H 2.51015 -3.32314 3.01771
H 5.51781 -1.38774 4.27266
H 6.10895 -0.93610 2.67356
H 6.15033 -2.62044 3.18107
H 3.34466 -2.65139 0.75434
H 4.99074 -3.20216 1.07712
H 4.70428 -1.54017 0.54889
H 0.98351 1.61380 4.37585
H 2.56577 2.12007 4.97153
H 1.38455 1.43570 6.08493
H 0.32005 -0.86960 4.52243
H 0.88291 -0.92129 6.19386
H 1.50209 -2.08066 5.01910
H 4.33729 0.34818 5.60394
H 3.84114 -1.33953 5.74602
H 3.15702 -0.12974 6.82421
```